No. 1
C20H44CsN4O17S3 | ωB97M-V with the def2-TZVPD basis set

Total charge   -1
Kohn-Sham gap   0.26797 hartree
Lowest unoccupied orbital energy   0.7 eV
Highest occupied orbital energy   -0.242 Eh

```
89
Properties=species:S:1:pos:R:3:lowdin_charge:R:1
Cs -8.340 19.745 -12.653 1.003
S -4.945 19.494 -13.385 0.186
O -5.956 18.426 -13.336 -0.590
O -4.707 19.879 -11.980 -0.416
O -3.685 18.977 -13.926 -0.348
O -5.483 20.626 -14.153 -0.418
C -1.311 17.076 -17.966 -0.004
C -1.565 17.875 -16.698 -0.536
O -0.908 18.894 -16.484 0.016
N -2.453 17.416 -15.803 0.031
C -3.493 16.470 -16.127 -0.073
H -2.223 16.877 -18.534 0.058
H -0.971 16.071 -17.686 0.083
H -0.574 17.500 -18.637 0.076
H -2.619 18.068 -15.036 0.074
H -3.202 15.428 -15.961 0.087
H -3.887 16.585 -17.137 0.071
H -4.318 16.657 -15.436 0.067
C -6.388 18.183 -9.532 -0.001
C -6.007 19.399 -8.689 -0.560
O -5.968 19.360 -7.472 0.035
N -5.791 20.505 -9.439 0.008
C -5.404 21.780 -8.859 -0.063
H -6.336 18.424 -10.595 0.020
H -7.424 17.960 -9.259 0.077
H -5.786 17.298 -9.342 0.085
H -5.500 20.366 -10.408 0.061
H -6.245 22.234 -8.330 0.079
H -5.172 22.434 -9.698 0.073
H -4.560 21.731 -8.174 0.086
C -5.723 23.853 -13.002 0.000
C -6.779 23.969 -14.073 -0.548
O -7.285 25.055 -14.357 0.013
N -7.154 22.826 -14.673 0.001
C -8.267 22.687 -15.569 -0.076
H -4.731 24.097 -13.397 0.092
H -5.496 22.818 -12.725 0.056
H -5.993 24.495 -12.171 0.086
H -6.507 22.041 -14.551 0.063
H -8.791 23.616 -15.771 0.083
H -8.955 21.937 -15.171 0.053
H -7.954 22.334 -16.556 0.078
C -2.458 22.604 -11.578 0.004
C -2.017 21.760 -10.398 -0.570
O -1.267 22.251 -9.557 0.018
N -2.549 20.535 -10.308 0.017
C -2.121 19.555 -9.337 -0.065
H -2.627 21.929 -12.424 0.074
H -1.679 23.320 -11.826 0.083
H -3.375 23.154 -11.390 0.056
H -3.175 20.165 -11.038 0.083
H -1.036 19.560 -9.238 0.076
H -2.489 18.582 -9.658 0.088
H -2.555 19.734 -8.347 0.080
C -7.044 15.960 -15.163 -0.160
C -8.494 15.888 -14.667 -0.182
O -9.142 14.874 -15.414 -0.185
S -8.509 14.885 -16.929 0.656
O -9.109 15.940 -17.708 -0.242
O -8.478 13.592 -17.520 -0.216
O -7.027 15.305 -16.437 -0.199
H -6.410 15.340 -14.524 0.137
H -6.578 16.945 -15.165 0.091
H -9.030 16.834 -14.784 0.118
H -8.525 15.595 -13.619 0.135
C -0.338 19.402 -13.087 -0.129
C 0.983 19.263 -13.882 -0.151
O 1.993 18.965 -12.905 -0.209
S 1.468 19.334 -11.404 0.635
O 1.618 20.750 -11.184 -0.233
O 2.034 18.435 -10.436 -0.240
O -0.044 18.947 -11.751 -0.209
H -1.145 18.838 -13.540 0.104
H -0.649 20.435 -12.935 0.121
H 1.257 20.213 -14.345 0.127
H 0.967 18.571 -14.719 0.111
C -7.116 18.689 -18.193 -0.168
C -6.381 17.741 -19.123 -0.168
C -5.194 18.618 -19.508 -0.193
O -4.846 19.274 -18.283 -0.134
C -5.968 19.336 -17.394 -0.173
H -7.753 18.127 -17.506 0.087
H -7.668 19.451 -18.743 0.114
H -6.998 17.372 -19.940 0.115
H -6.029 16.911 -18.505 0.099
H -5.473 19.370 -20.250 0.117
H -4.325 18.022 -19.778 0.109
H -6.277 20.354 -17.142 0.106
H -5.757 18.838 -16.444 0.100
```

=====

No. 2
C20H44KN7O2PSb | ωB97M-V with the def2-TZVPD basis set

Kohn-Sham gap   0.29862 hartree
Energy above the lowest of the compared OMol25 structures with the same formula, charge and spin   0.0 kJ/mol
Lowest unoccupied orbital energy   0.3 eV
Highest occupied orbital energy   -0.289 Eh

```
76
Properties=species:S:1:pos:R:3:lowdin_charge:R:1
K -0.314 0.257 0.198 0.636
C -0.670 0.246 6.834 -0.199
C -0.189 1.204 5.752 -0.446
Sb 0.096 0.344 3.779 1.380
C 2.178 -0.151 3.987 -0.460
C 2.534 -0.987 5.209 -0.189
C -0.682 -1.637 4.165 -0.459
C -2.186 -1.720 3.922 -0.215
H -0.802 0.767 7.785 0.068
H 0.040 -0.564 7.001 0.052
H -1.628 -0.209 6.577 0.054
H 0.777 1.639 6.019 0.043
H -0.885 2.033 5.627 0.030
H 2.710 0.802 3.989 0.047
H 2.462 -0.642 3.055 0.017
H 2.253 -0.484 6.136 0.052
H 3.609 -1.176 5.256 0.067
H 2.032 -1.956 5.195 0.057
H -0.430 -1.936 5.182 0.037
H -0.139 -2.303 3.488 0.030
H -2.734 -1.023 4.561 0.057
H -2.574 -2.720 4.131 0.060
H -2.438 -1.477 2.887 0.055
C -3.190 -4.550 0.029 -0.108
N -1.757 -4.627 0.299 -0.303
C -1.479 -4.835 1.716 -0.088
P -0.788 -3.551 -0.527 0.511
O -1.085 -2.109 -0.312 -0.403
N -1.052 -3.999 -2.093 -0.299
C -0.544 -3.099 -3.127 -0.104
C -1.193 -5.371 -2.549 -0.125
N 0.755 -3.892 -0.052 -0.299
C 1.338 -5.204 -0.276 -0.098
C 1.574 -3.019 0.768 -0.098
H -3.665 -5.487 0.326 0.085
H -3.367 -4.392 -1.033 0.076
H -3.664 -3.731 0.582 0.086
H -1.967 -5.755 2.042 0.089
H -1.852 -4.012 2.336 0.064
H -0.410 -4.939 1.885 0.070
H -0.575 -2.068 -2.790 0.048
H -1.168 -3.192 -4.019 0.085
H 0.489 -3.329 -3.402 0.078
H -1.548 -6.009 -1.744 0.070
H -0.247 -5.771 -2.930 0.084
H -1.919 -5.404 -3.365 0.085
H 0.612 -5.884 -0.715 0.064
H 1.665 -5.638 0.675 0.085
H 2.207 -5.141 -0.936 0.092
H 1.154 -2.020 0.834 0.034
H 2.572 -2.915 0.335 0.091
H 1.681 -3.419 1.785 0.083
O -1.418 2.247 -1.157 -0.026
C -1.362 2.608 -2.321 -0.488
C -0.639 1.850 -3.393 -0.097
C -1.717 1.310 -4.367 -0.167
C -3.117 1.090 -3.756 -0.185
C -4.010 2.343 -3.662 -0.182
C -3.575 3.389 -2.633 -0.178
N -2.135 3.667 -2.777 0.064
H -0.058 1.041 -2.961 0.076
H 0.067 2.491 -3.926 0.129
H -1.345 0.367 -4.769 0.108
H -1.818 1.985 -5.222 0.109
H -3.027 0.617 -2.772 0.117
H -3.641 0.369 -4.386 0.109
H -5.037 2.040 -3.438 0.109
H -4.039 2.812 -4.653 0.111
H -3.732 3.038 -1.615 0.116
H -4.136 4.315 -2.757 0.113
H -1.921 3.874 -3.745 0.123
N 1.684 -0.738 -3.499 0.097
C 2.351 -0.623 -2.553 -0.414
N 3.149 -0.547 -1.510 0.044
C 2.706 0.105 -0.469 -0.462
N 2.369 0.608 0.528 0.042
```

=====

No. 3
C20H44NO14P | ωB97M-V with the def2-TZVPD basis set

Total charge   -2
Kohn-Sham gap   0.07523 hartree
Energy above the lowest of the compared OMol25 structures with the same formula, charge and spin   17.0 kJ/mol
Lowest unoccupied orbital energy   3.9 eV
Highest occupied orbital energy   0.067 Eh

```
80
Properties=species:S:1:pos:R:3:lowdin_charge:R:1
N -0.130 -0.686 -0.234 0.304
H -0.632 -1.212 0.437 0.062
H 0.053 0.091 0.454 0.109
H -0.522 -0.790 -1.071 0.015
H 0.775 -1.210 -0.425 0.110
P 0.152 -3.705 -1.452 -0.304
O 1.240 -3.403 -0.539 -0.436
O -1.257 -3.220 -0.893 -0.533
O 0.022 -5.072 -2.084 -0.519
O 0.282 -2.814 -2.665 -0.472
O -0.216 2.415 3.937 0.036
C -0.554 1.941 2.826 -0.542
O -1.003 0.710 2.609 -0.033
C -1.083 -0.144 3.709 -0.214
C -1.970 -1.374 3.351 -0.037
C -0.529 2.710 1.578 0.017
H -1.809 0.454 4.498 0.168
H -0.167 -0.378 4.236 0.103
H -1.496 -2.147 2.632 0.110
H -2.821 -1.125 3.064 -0.037
H -2.103 -1.995 4.329 0.112
H 0.488 2.588 1.185 0.093
H -0.544 3.759 1.653 0.060
H -1.452 2.309 0.911 0.155
O -3.980 -1.537 -3.794 0.095
C -4.335 -0.563 -3.107 -0.429
O -4.698 -0.590 -1.737 -0.056
C -4.299 -1.492 -0.785 -0.234
C -5.382 -1.557 0.293 -0.060
C -4.368 0.806 -3.673 0.011
H -3.382 -1.392 -0.405 0.058
H -4.262 -2.363 -1.470 0.141
H -6.341 -1.470 -0.204 0.059
H -5.508 -0.735 0.982 0.052
H -5.471 -2.404 0.948 0.062
H -3.865 1.508 -3.166 0.021
H -5.441 1.136 -3.920 0.121
H -3.710 0.673 -4.542 0.086
O 1.913 -0.112 1.960 -0.001
C 2.056 -1.149 2.724 -0.465
O 2.428 -1.043 3.989 -0.018
C 2.738 0.207 4.481 -0.182
C 2.991 0.058 6.115 -0.022
C 1.641 -2.459 2.320 0.035
H 1.948 0.924 4.269 0.095
H 3.574 0.680 3.992 0.110
H 3.060 1.073 6.567 0.070
H 4.032 -0.112 6.331 0.041
H 2.431 -0.588 6.704 0.033
H 0.858 -2.707 1.813 0.005
H 1.657 -2.905 3.374 0.128
H 2.501 -2.929 1.878 0.108
O -1.187 1.709 -2.040 0.042
C -0.912 2.067 -3.190 -0.537
O -0.728 1.166 -4.109 -0.016
C -0.765 -0.232 -3.919 -0.230
C -0.957 -0.884 -5.290 -0.045
C -0.709 3.520 -3.571 0.033
H -1.615 -0.463 -3.247 0.111
H 0.061 -0.518 -3.247 0.094
H -1.868 -0.541 -5.640 0.025
H -0.776 -1.932 -5.009 0.089
H -0.103 -0.607 -5.997 0.090
H -0.148 3.566 -4.418 0.045
H -0.311 4.204 -2.802 0.099
H -1.663 3.887 -3.598 0.046
O 2.052 1.426 -0.965 0.075
C 3.087 1.012 -1.447 -0.520
O 4.340 1.337 -0.826 -0.076
C 4.311 1.845 0.428 -0.329
C 5.775 2.186 0.885 -0.114
C 3.146 0.117 -2.514 0.015
H 3.584 1.108 1.176 0.162
H 3.696 2.922 0.379 0.148
H 6.315 1.294 1.181 0.031
H 6.089 2.608 1.972 0.099
H 6.259 2.802 0.006 0.098
H 2.619 -0.890 -2.078 0.184
H 4.139 -0.121 -2.719 0.054
H 2.761 0.754 -3.388 0.136
```

=====

No. 4
C20H44NO19S4 | ωB97M-V with the def2-TZVPD basis set

Total charge   -1
Kohn-Sham gap   0.28722 hartree
Lowest unoccupied orbital energy   2.1 eV
Highest occupied orbital energy   -0.211 Eh

```
88
Properties=species:S:1:pos:R:3:lowdin_charge:R:1
N 1.593 0.617 1.193 -0.568
O 1.363 1.835 1.165 -0.021
O 2.723 0.178 1.486 -0.041
O 0.641 -0.203 0.896 -0.119
O 2.591 3.841 3.113 0.140
C 2.256 3.328 4.125 -0.476
O 1.855 4.090 5.197 -0.001
C 1.735 3.295 6.383 -0.165
C 2.382 1.928 6.056 -0.142
C 2.330 1.867 4.536 -0.077
H 0.679 3.222 6.630 0.113
H 2.227 3.821 7.204 0.113
H 1.877 1.085 6.517 0.109
H 3.426 1.989 6.373 0.110
H 1.494 1.325 4.102 0.121
H 3.229 1.443 4.093 0.123
O -1.911 1.566 5.053 0.122
C -2.584 1.495 4.077 -0.498
O -3.832 2.003 4.026 0.023
C -4.437 1.701 2.753 -0.136
C -3.507 0.692 2.013 -0.146
C -2.189 0.969 2.724 -0.071
H -4.521 2.651 2.223 0.116
H -5.421 1.290 2.972 0.116
H -3.552 0.912 0.954 0.069
H -3.914 -0.303 2.210 0.114
H -1.623 1.701 2.137 0.130
H -1.502 0.126 2.764 0.118
O 4.137 0.746 -3.227 -0.279
S 3.066 0.858 -2.309 0.540
O 3.044 1.863 -1.318 -0.238
O 1.739 1.092 -3.142 -0.253
C 1.529 0.282 -4.300 -0.268
C 0.328 0.829 -5.075 -0.058
C 2.767 -0.693 -1.528 -0.124
H 1.306 -0.749 -3.983 0.105
H 2.421 0.158 -4.918 0.115
H -0.378 1.351 -4.432 0.064
H -0.200 0.007 -5.558 0.071
H 0.653 1.512 -5.863 0.075
H 2.820 -1.476 -2.288 0.072
H 1.755 -0.653 -1.136 0.038
H 3.577 -0.863 -0.830 0.075
O -0.362 -3.400 -1.116 -0.241
S -1.130 -2.271 -1.431 0.553
O -0.537 -1.117 -2.020 -0.270
O -2.332 -2.772 -2.336 -0.236
C -3.225 -1.744 -2.824 -0.265
C -2.768 -1.084 -4.090 -0.065
C -1.974 -1.703 0.008 -0.112
H -3.440 -1.026 -2.022 0.090
H -4.222 -2.178 -2.955 0.125
H -1.787 -0.640 -3.987 0.040
H -3.475 -0.306 -4.380 0.085
H -2.743 -1.852 -4.867 0.086
H -1.295 -1.774 0.852 0.058
H -2.781 -2.416 0.182 0.086
H -2.288 -0.679 -0.134 0.039
O -2.898 3.342 -0.025 -0.251
S -2.519 2.559 -1.142 0.559
O -3.230 1.366 -1.473 -0.297
O -2.558 3.519 -2.414 -0.252
C -3.775 3.559 -3.170 -0.267
C -3.410 3.866 -4.631 -0.058
C -0.812 2.199 -1.114 -0.099
H -4.435 4.331 -2.766 0.121
H -4.318 2.612 -3.141 0.104
H -2.558 3.238 -4.886 0.071
H -3.093 4.906 -4.697 0.076
H -4.265 3.656 -5.266 0.074
H -0.593 1.538 -1.951 0.053
H -0.675 1.612 -0.202 0.051
H -0.197 3.087 -1.184 0.096
O 1.609 -5.823 1.295 -0.279
S 2.213 -4.765 2.008 0.553
O 2.063 -4.667 3.408 -0.264
O 3.794 -4.853 1.770 -0.248
C 4.239 -5.297 0.490 -0.297
C 5.411 -6.227 0.686 -0.073
C 1.824 -3.213 1.236 -0.111
H 4.536 -4.450 -0.142 0.122
H 3.449 -5.794 -0.074 0.110
H 6.230 -5.682 1.167 0.079
H 5.880 -6.447 -0.279 0.079
H 5.111 -7.100 1.252 0.080
H 1.768 -3.459 0.180 0.054
H 2.666 -2.557 1.430 0.067
H 0.926 -2.823 1.687 0.063
```

=====

What did we get for max |F|? Answer: 1.99; 0.47; 10.67; 2.27 eV/A, in the order shown.